1.
Here is 6 unconnected molecules or ions with the total composition C34H29Cl2F44N2O5 from the OMol25 dataset. Energies are from ωB97M-V/def2-TZVPD.

Geometry as XYZ:
```
116
Properties=species:S:1:pos:R:3
C -5.09810 -2.34488 -3.72666
C -3.84380 -2.63475 -4.55495
Cl -3.31231 -1.15470 -5.37124
C -2.71746 -3.39090 -3.86702
Cl -1.30289 -3.53882 -4.90601
C -2.19029 -2.90646 -2.56078
C -2.01932 -3.83809 -1.54799
N -1.43700 -3.56303 -0.40512
N -1.02686 -2.32102 -0.26936
C -1.19378 -1.34670 -1.15455
C -0.67750 -0.00254 -0.70528
F -1.48528 0.47888 0.23068
F 0.55066 -0.21498 -0.15544
C -0.43277 1.01115 -1.81198
F -1.59849 1.33355 -2.37295
F 0.07959 2.09512 -1.22404
C -1.79947 -1.62166 -2.34381
H -5.09582 -2.77428 -2.73717
H -5.28076 -1.28693 -3.69354
H -5.93137 -2.77571 -4.25491
H -4.12803 -3.28365 -5.36256
H -3.11242 -4.37890 -3.69533
H -2.31615 -4.85680 -1.68991
H -0.55217 -2.11730 0.60587
H 0.29044 0.65836 -2.53980
H -1.91472 -0.86194 -3.09120
C 3.29896 1.39352 -1.72711
C 4.63545 0.74912 -1.32931
C 5.88121 1.63478 -1.21428
F 6.19369 2.18230 -2.40186
F 6.90561 0.85450 -0.81593
F 4.88538 -0.30497 -2.13078
F 4.43061 0.26598 -0.06468
O 2.86181 1.27612 -3.07556
C 3.20409 2.20937 -4.03015
C 4.01509 1.58270 -5.17055
F 5.14158 1.02905 -4.69107
F 4.33527 2.55808 -6.04111
F 3.81642 3.27729 -3.50658
F 2.04361 2.64003 -4.57909
H 2.56253 0.81647 -1.17057
H 3.22005 2.41786 -1.36544
H 5.72510 2.42456 -0.47355
H 3.42037 0.81728 -5.67436
C -5.78801 -1.15723 1.36662
C -6.62583 -1.25325 0.08489
C -7.74518 -0.22584 -0.10922
F -8.67154 -0.34161 0.85343
F -8.32501 -0.47193 -1.30394
F -7.10337 -2.50161 -0.06361
F -5.78194 -1.01970 -0.98327
O -6.10884 -2.02467 2.42395
C -7.05131 -1.70048 3.37377
C -8.21551 -2.69703 3.36946
F -8.79770 -2.71785 2.15594
F -9.11566 -2.29310 4.28429
F -7.47537 -0.43391 3.25157
F -6.46299 -1.81228 4.58275
H -4.79425 -1.47718 1.06049
H -5.69544 -0.12223 1.70005
H -7.33913 0.79030 -0.11407
H -7.85350 -3.69687 3.61819
C 1.30984 -0.77211 3.21778
C 2.36795 -0.14337 4.13781
C 3.80740 -0.65511 4.03885
F 3.88941 -1.95509 4.37565
F 4.56783 0.05720 4.90180
F 1.94659 -0.19149 5.41407
F 2.43416 1.16688 3.76710
O 0.45979 -1.77734 3.72865
C 0.81284 -3.10018 3.69908
C 0.88493 -3.71493 5.10089
F 1.78885 -3.05354 5.84335
F 1.27330 -4.99987 4.97106
F 1.94408 -3.30810 3.00019
F -0.17166 -3.75385 3.03226
H 0.63209 0.05044 2.99258
H 1.74624 -1.08161 2.26623
H 4.20134 -0.51559 3.02751
H -0.09301 -3.66721 5.58171
C 8.14989 0.41137 7.43108
C 8.27765 1.09343 6.06028
C 7.98190 0.26483 4.80918
F 8.84295 -0.76139 4.67474
F 8.11148 1.06491 3.72142
F 9.48496 1.68077 5.94427
F 7.33334 2.07986 6.04665
O 9.32927 -0.04250 8.06361
C 9.84956 -1.29111 7.87217
C 11.25728 -1.22992 7.26993
F 11.23572 -0.59383 6.08388
F 11.69293 -2.49360 7.07595
F 9.03853 -2.08899 7.15313
F 9.99283 -1.85931 9.08945
H 7.79693 1.20480 8.08717
H 7.37306 -0.35351 7.42434
H 6.96033 -0.11951 4.83238
H 11.93133 -0.70757 7.95111
C -5.89995 5.09981 -5.39757
C -5.51142 5.76609 -6.72648
C -5.79536 5.00852 -8.02661
F -5.09952 3.85271 -8.07365
F -5.40683 5.77948 -9.06195
F -4.21692 6.14353 -6.68736
F -6.27236 6.89160 -6.80751
O -4.87332 4.45380 -4.65753
C -4.52745 3.15345 -4.82752
C -3.06888 3.01199 -5.27584
F -2.85548 3.63550 -6.44098
F -2.81539 1.68497 -5.44240
F -5.35846 2.47548 -5.63443
F -4.58655 2.55021 -3.60556
H -6.19000 5.92974 -4.75695
H -6.78118 4.46836 -5.50572
H -6.86362 4.79617 -8.12326
H -2.39943 3.42416 -4.52023
```

HOMO energy, Eh: -0.4693
E_tot, eV: -193552.9742
LUMO level, eV: -5.644
Orbital gap, eV: 7.1253
Charge: +1

Löwdin atomic charge list, values in e, 8 entries:
1 C -0.083
2 C -0.727
3 Cl 0.709
4 C -0.681
5 Cl 0.748
6 C -0.195
7 C 0.005
8 N 0.182


2.
Here is a molecular structure, C2H12BeF6NO10S2 in a non-equilibrium geometry from the OMol25 dataset. Energies are from ωB97M-V/def2-TZVPD.

Geometry as XYZ:
```
34
Properties=species:S:1:pos:R:3
Be -0.35712 0.73802 0.76968
C 1.96077 -2.75259 0.02051
F 1.60685 -3.36167 -1.09157
F 1.15822 -2.87640 1.06314
F 3.12126 -3.27909 0.44389
S 2.26225 -0.89112 -0.31168
O 2.31482 -0.18646 0.97604
O 3.53720 -0.84921 -0.99411
N 0.77976 -0.52768 -1.11535
S 1.20078 -0.45987 -2.60164
O 1.85547 0.75658 -2.97081
O 1.92602 -1.63105 -3.06790
C -0.43470 -0.41093 -3.65480
F -1.12485 0.68848 -3.39534
F -0.07837 -0.36049 -5.00265
F -1.11085 -1.47916 -3.53025
O 0.98396 2.48435 2.12361
H 1.41290 2.21013 2.93420
H 1.12586 3.43019 2.08509
O -1.98577 1.95987 2.20954
H -2.40285 2.81354 2.09322
H -2.11921 1.75157 3.13423
O -0.56499 2.53280 -1.06747
H -1.50437 2.63900 -1.21753
H -0.15669 3.19774 -1.62189
O -0.22711 -0.20370 3.46301
H -0.45411 -1.01055 3.92529
H 0.06758 0.39251 4.15143
O -2.55124 0.25085 -0.25499
H -3.09546 1.00873 -0.46869
H -3.13838 -0.49959 -0.34621
O -1.24883 -1.64895 1.04654
H -0.95009 -2.40706 0.54428
H -1.80872 -2.01881 1.72915
```

Relative energy (zero: lowest compared OMol25 entry of this formula, charge and spin), kcal/mol: 3.0
HOMO energy (spin up / spin down), Eh: -0.6735 / -0.6721
E_tot, eV: -62587.6243
LUMO level (spin up / spin down), eV: -9.268 / -11.833
2S+1: 2
Orbital gap (spin up / spin down), eV: 9.0573 / 6.4561
Charge: +2

natural (NBO) atomic charge list, values in e, 8 entries:
1 Be 1.690
2 C 0.788
3 F -0.270
4 F -0.297
5 F -0.271
6 S 2.058
7 O -0.878
8 O -0.784


3.
Here is 9 unconnected molecules or ions with the total composition ClH16O8 from the OMol25 dataset. Energies are from ωB97M-V/def2-TZVPD.

Geometry as XYZ:
```
25
Properties=species:S:1:pos:R:3
Cl -0.04200 -0.14007 0.31595
O 1.77110 -1.12618 3.36978
H 2.26083 -1.73639 2.80720
H 0.94710 -0.97804 2.88539
O 0.06096 1.61583 3.23849
H -0.55480 0.98927 3.63026
H 0.21695 1.27069 2.34182
O 0.97193 2.64477 -1.60159
H 0.55189 1.87882 -1.17625
H 0.25755 3.29189 -1.62177
O 0.90480 -3.19277 0.15665
H 0.09909 -3.64077 0.43132
H 0.63051 -2.25866 0.02413
O -1.37020 -1.96429 -2.50865
H -0.56370 -1.74636 -2.01568
H -1.89069 -2.48655 -1.88870
O -1.71381 2.81801 -0.38528
H -1.31113 2.10591 0.13628
H -2.49323 2.39085 -0.76436
O -2.99214 0.30380 -1.32141
H -2.06052 0.02826 -1.20096
H -3.22801 -0.06732 -2.17738
O 3.22991 0.36898 -1.02641
H 2.44429 -0.02168 -0.60844
H 3.87331 -0.34802 -1.04040
```

Relative energy (zero: lowest compared OMol25 entry of this formula, charge and spin), kcal/mol: 8.7
HOMO energy, Eh: -0.2505
E_tot, eV: -29166.3267
LUMO level, eV: 2.991
Orbital gap, eV: 9.8088
Charge: -1

natural (NBO) atomic charge list, values in e, 8 entries:
1 Cl -0.936
2 O -0.952
3 H 0.467
4 H 0.482
5 O -0.958
6 H 0.456
7 H 0.494
8 O -0.963


4.
Here is a molecular structure, C48H44F3N3O2P2Pt from the OMol25 dataset. Energies are from ωB97M-V/def2-TZVPD.

Geometry as XYZ:
```
103
Properties=species:S:1:pos:R:3
Pt 2.15209 -0.91899 -0.99237
O 1.93342 1.25691 -1.33749
P 0.72855 2.11368 -1.57833
C -0.01354 1.57314 -3.16336
P -0.53263 -0.16865 -3.12072
O 0.35451 -1.05107 -2.30506
C -0.54186 -0.70288 -4.83639
C -1.39260 -0.12790 -5.77811
C -1.35175 -0.55654 -7.09381
C -0.46741 -1.56228 -7.46691
C 0.37323 -2.14081 -6.52784
C 0.34014 -1.71254 -5.20749
C -2.23858 -0.25317 -2.55617
C -3.09982 0.83453 -2.46557
C -4.41035 0.64778 -2.04709
C -4.86198 -0.62314 -1.72677
C -4.00208 -1.71203 -1.80926
C -2.69167 -1.52964 -2.21789
C -0.53985 2.05918 -0.31046
C -1.18429 3.19166 0.01414
C -1.98943 3.49891 1.20479
C -2.58345 1.04305 2.01740
C -1.50581 0.03154 2.22752
C -0.74380 0.70590 0.31957
C 1.27364 3.81853 -1.80337
C 1.61864 4.28618 -3.06919
C 2.18682 5.54127 -3.22180
C 2.42693 6.33369 -2.10891
C 2.10777 5.86521 -0.84193
C 1.53604 4.61276 -0.68647
H 0.79378 1.59584 -3.90021
H -0.81790 2.22391 -3.50874
H -2.09600 0.64349 -5.48302
H -2.01173 -0.11379 -7.82815
H -0.43921 -1.89803 -8.49540
H 1.05622 -2.92714 -6.82060
H 0.98635 -2.15295 -4.45797
H -2.75618 1.83516 -2.69353
H -5.07479 1.49794 -1.96595
H -5.88477 -0.76630 -1.40296
H -4.35104 -2.70218 -1.54732
H -2.00715 -2.36914 -2.26002
H -0.97955 4.07391 -0.58563
H -2.53198 4.43234 1.13453
H -3.53437 0.65023 2.36334
H -1.68505 -0.81941 2.85746
H -0.35773 -0.07137 -0.33427
H 1.45620 3.67379 -3.94681
H 2.44999 5.89590 -4.20952
H 2.87284 7.31249 -2.22801
H 2.31347 6.47203 0.03007
H 1.31672 4.23723 0.30618
C -1.93427 -2.23370 5.32986
C -0.80543 -1.25175 5.48354
C -0.76127 -0.38049 6.56535
C 0.29261 0.50371 6.74435
C 1.35039 0.49327 5.84842
C 1.33577 -0.38063 4.77523
C 0.25097 -1.22186 4.56466
N 0.22298 -2.07896 3.44756
C 0.81406 -1.81247 2.19161
N 1.47566 -2.93594 1.74566
C 1.69886 -3.53826 0.46918
C 2.07806 -2.87602 -0.70852
C 2.31141 -3.67327 -1.83859
C 2.19227 -5.05028 -1.82511
C 1.81455 -5.68275 -0.65165
C 1.55853 -4.94308 0.49107
C 1.13061 -5.66865 1.74281
N 0.78403 -0.71902 1.54651
C -0.09538 0.41014 1.73354
C -2.10277 0.27505 0.83766
C -2.50721 2.52064 2.23238
C -1.28373 3.27736 2.59764
C 0.10975 2.78183 2.63680
C 0.66183 1.62707 2.25752
C 2.16034 1.57567 2.09806
H -2.70952 -2.04570 6.07121
H -1.58962 -3.26273 5.47060
H -2.38951 -2.18271 4.33905
H -1.57727 -0.39520 7.27891
H 0.29470 1.18115 7.58816
H 2.19669 1.15337 5.98903
H 2.17403 -0.44014 4.09681
H -0.05052 -3.03460 3.60907
H 1.71806 -3.55059 2.50229
H 2.62767 -3.18236 -2.75105
H 2.40124 -5.62813 -2.71741
H 1.71196 -6.76135 -0.61728
H 0.99376 -6.72837 1.53331
H 0.18641 -5.27802 2.13235
H 1.87433 -5.59725 2.54430
H -2.76769 -0.37162 0.28366
H -3.39752 2.88169 2.73487
H -1.45631 4.10000 3.28070
H 0.81180 3.55952 2.92856
H 2.60989 2.51647 2.41911
H 2.42187 1.40440 1.05224
H 2.61641 0.75862 2.64646
F 4.40315 0.42923 -0.03606
C 3.86396 -0.83394 -0.01694
F 4.85058 -1.62919 -0.52561
F 3.82981 -1.15843 1.31395
```

HOMO energy, Eh: -0.2429
E_tot, eV: -89032.5355
LUMO level, eV: 0.204
Orbital gap, eV: 6.8121
Charge: 0

Löwdin atomic charge list, values in e, 8 entries:
1 Pt 1.063
2 O -0.419
3 P 0.768
4 C -0.278
5 P 0.747
6 O -0.428
7 C -0.274
8 C -0.076